16
Properties=species:S:1:pos:R:3:nbo_charge:R:1 method="wB97M-V/def2-TZVPD" mol_weight_g_mol=130.2 relative_energy_kj_mol=151.9 e_lumo_ev=-4.85 total_charge=+1 largest_force_ha_per_bohr=0.1213 e_tot_ev=-19679.2061
C -0.8523 1.7185 -0.4844 -0.2218
C -1.2741 2.2004 -1.7005 -0.3346
C 0.5057 0.5586 -1.9974 -0.3059
C 0.2241 0.7467 -0.6133 -0.2631
C 1.0549 0.3349 0.4535 0.4870
N 0.2081 -1.8230 0.6791 -1.0183
O 0.9180 0.7627 1.6515 -0.5363
S -0.4383 1.5073 -3.0609 0.5870
H -1.2400 2.0394 0.3514 0.2105
H -1.9750 2.8880 -1.8410 0.2357
H 1.2394 -0.0844 -2.5461 0.2675
H 1.9581 -0.0993 0.1015 0.2186
H 0.5382 -2.4924 -0.0492 0.3948
H 0.6284 -2.1876 1.5639 0.3929
H -0.7554 -1.8988 0.7851 0.3844
H -0.0046 1.0573 1.6069 0.5015